C28H24N6O3RuS | ωB97M-V/def2-TZVPD

**Charge**: +1
**Calculated total energy**: -57922.876 eV
**2S+1**: 2
**HOMO (alpha / beta)**: -10.252 / -10.300 eV
**Energy relative to the best compared isomer or geometry (same formula, charge and spin)**: 0.0 kcal per mole
**HOMO-LUMO gap (alpha / beta)**: 0.25363 / 0.24409 hartree

CARTESIAN COORDINATES (ANGSTROEM)
Ru 0.371 -0.045 0.621
O 0.529 -0.038 2.554
C 1.618 -0.359 3.250
C 1.512 -0.317 4.648
C 2.587 -0.604 5.456
C 3.817 -0.970 4.898
C 3.939 -1.020 3.534
C 2.867 -0.696 2.680
C 3.140 -0.691 1.265
N 2.276 -0.458 0.350
N 2.702 -0.478 -0.980
C 1.720 -0.247 -1.795
O 0.471 -0.049 -1.412
C 2.000 -0.260 -3.249
C 0.943 -0.182 -4.151
C 1.186 -0.229 -5.516
C 2.486 -0.339 -5.985
C 3.547 -0.383 -5.088
C 3.307 -0.356 -3.725
H 0.552 -0.036 5.060
H 2.479 -0.540 6.531
H 4.657 -1.206 5.536
H 4.883 -1.312 3.087
H 4.158 -0.881 0.934
H -0.068 -0.078 -3.778
H 0.358 -0.185 -6.212
H 2.675 -0.392 -7.050
H 4.564 -0.445 -5.452
H 4.121 -0.411 -3.014
N -3.387 1.942 0.712
C -4.519 1.085 0.776
C -5.786 1.627 0.747
C -6.901 0.797 0.795
C -6.740 -0.572 0.862
C -5.460 -1.115 0.899
C -4.353 -0.290 0.868
S -2.739 -1.018 1.030
N -1.712 0.320 0.756
C -2.101 1.526 0.639
C -1.021 2.516 0.414
C -1.239 3.844 0.109
C -0.152 4.685 -0.093
C 1.126 4.178 0.026
C 1.272 2.833 0.315
N 0.228 2.027 0.499
H -3.568 2.928 0.684
H -5.904 2.703 0.686
H -7.893 1.229 0.776
H -7.605 -1.220 0.893
H -5.316 -2.188 0.956
H -2.240 4.234 -0.006
H -0.309 5.727 -0.338
H 1.995 4.805 -0.109
H 2.250 2.379 0.412
C 0.652 -4.408 -0.143
C 0.151 -3.029 -0.443
N -0.139 -2.738 -1.704
O -0.020 -2.220 0.495
H 0.776 -5.007 -1.042
H -0.055 -4.900 0.525
H 1.600 -4.330 0.386
H 0.112 -3.357 -2.454
H -0.398 -1.784 -1.924

Cartesian forces, eV/Å:
-1.28 -0.98 -0.20
-0.04 0.24 0.19
-0.12 0.01 -0.24
-0.10 0.06 0.04
0.03 -0.01 -0.06
-0.04 -0.03 0.15
0.07 0.05 -0.13
-0.05 0.00 0.03
0.29 -0.20 0.06
0.10 0.51 -0.21
0.19 0.09 0.12
-0.21 -0.14 0.17
0.23 0.41 -0.15
-0.11 0.04 -0.02
-0.02 0.00 -0.03
-0.02 -0.05 0.04
-0.01 0.03 -0.01
0.01 -0.06 0.03
0.00 0.01 0.02
0.02 -0.02 0.02
-0.01 -0.03 -0.01
0.00 -0.01 -0.02
0.00 0.07 0.00
-0.01 -0.11 -0.01
0.01 0.02 -0.01
0.01 0.01 -0.01
0.01 0.05 0.01
-0.01 -0.03 -0.01
0.01 0.01 -0.03
-0.13 0.15 0.02
0.22 0.05 0.03
-0.09 0.09 -0.07
0.00 0.10 -0.01
0.05 -0.09 0.02
-0.02 -0.08 -0.05
0.23 0.08 0.07
-0.08 0.05 0.02
0.37 -0.84 -0.01
-0.24 0.38 0.02
-0.07 0.11 0.01
-0.03 0.19 -0.07
-0.09 0.05 0.03
-0.03 -0.02 0.03
0.13 0.02 0.08
0.46 -0.70 -0.07
-0.06 0.03 0.01
-0.03 -0.02 -0.01
0.02 0.02 0.00
0.03 -0.02 0.00
-0.06 0.02 0.02
0.01 0.01 0.03
-0.02 -0.01 0.00
0.02 -0.05 -0.01
-0.02 -0.05 -0.05
-0.04 -0.01 0.06
0.02 -0.18 -0.01
-0.03 0.13 0.04
0.54 0.69 0.11
0.01 -0.02 0.02
0.00 0.01 0.00
0.00 0.02 -0.01
-0.05 -0.09 0.04
0.06 0.06 -0.03

Löwdin population analysis, charges in e, atoms 1 to 4: number 1, Ru, carries 1.39; number 2, O, carries -0.22; number 3, C, carries -0.31; number 4, C, carries -0.01